(1)
Computed, not measured: a 8-piece molecular cluster, C26H54N3O28S7 overall, with ωB97M-V/def2-TZVPD.

XYZ file:
```
118
Properties=species:S:1:pos:R:3:forces:R:3:lowdin_charge:R:1
C 0.245422 5.085354 -0.567097 -0.3 0.3 -0.3 -0.108
C -1.063843 5.617685 0.073749 0.9 -1.2 0.1 -0.226
C -1.656833 4.568483 1.070709 0.0 1.7 -0.4 -0.215
C -1.917525 5.259210 2.420905 0.2 -1.3 0.1 -0.180
C -2.252306 4.315786 3.624084 -0.8 0.5 -0.8 -0.186
C -2.536884 2.855605 3.263189 1.1 -0.5 1.0 -0.189
C -1.192749 2.060890 3.170100 -0.4 0.6 -0.5 -0.186
C -1.304814 1.108308 1.990503 -0.6 -0.7 1.5 -0.142
N -0.090384 0.245826 1.747224 0.6 1.3 -1.4 0.039
C 1.171882 0.882465 2.208718 0.6 -0.2 0.6 -0.149
C 2.362128 0.235443 1.540199 -0.6 0.3 -0.3 -0.147
C 2.162976 0.524685 0.064791 0.8 -0.3 0.7 -0.148
N 1.002835 -0.288465 -0.341260 0.1 2.3 -0.2 0.131
C -0.077787 -0.175213 0.469232 -0.6 -0.9 0.3 -0.339
N -1.250404 -0.591545 -0.055603 0.0 0.2 0.0 0.206
H 1.134218 5.442605 -0.049058 0.0 -0.1 0.1 0.070
H 0.309599 5.435745 -1.597428 0.2 0.0 0.0 0.067
H 0.285659 3.993816 -0.593104 -0.1 0.0 0.0 0.045
H -0.787131 6.513991 0.619211 -0.4 0.3 -0.1 0.096
H -1.749376 5.832097 -0.739686 -0.2 0.3 0.2 0.100
H -0.923520 3.770724 1.124650 -0.2 -0.3 0.2 0.068
H -2.596576 4.240209 0.630957 0.0 -0.5 0.1 0.111
H -1.008292 5.800883 2.673192 -0.1 0.3 0.0 0.106
H -2.739581 5.951314 2.261626 0.1 0.3 0.1 0.113
H -3.146767 4.719244 4.097990 0.1 0.0 0.2 0.105
H -1.443805 4.390134 4.347064 0.0 -0.2 0.2 0.108
H -3.105799 2.734092 2.344813 -0.2 0.2 0.0 0.102
H -3.086376 2.394470 4.082745 -0.4 0.0 -0.1 0.112
H -0.428286 2.819233 3.023439 0.3 -0.2 -0.2 0.094
H -0.952407 1.563103 4.107049 -0.1 -0.2 0.0 0.126
H -1.622358 1.660512 1.109339 0.4 0.0 -0.3 0.113
H -2.128512 0.436248 2.229166 -0.1 -0.1 -0.1 0.124
H 1.246115 0.831622 3.288753 -0.2 -0.1 0.1 0.114
H 1.202474 1.934021 1.926850 -0.4 0.1 0.1 0.126
H 2.309778 -0.837803 1.722244 0.5 -0.1 0.0 0.134
H 3.283642 0.693397 1.879052 0.0 -0.2 0.3 0.116
H 1.988074 1.596272 -0.049793 -0.1 0.0 -0.2 0.125
H 3.067205 0.290289 -0.490153 -0.3 -0.4 -0.4 0.130
H 0.709201 0.038360 -1.263342 0.1 -1.1 -0.2 0.121
H -1.496934 -0.329259 -1.002859 0.1 -0.6 -0.1 0.079
H -1.817709 -1.208546 0.500936 -0.3 0.5 0.0 0.129
C 5.820980 -1.243165 4.433731 0.3 0.1 -0.3 -0.146
C 6.473787 -0.339757 5.452753 0.3 -0.5 0.1 -0.152
O 5.555929 0.766052 5.582609 -0.4 0.0 -0.4 -0.177
S 4.062279 0.247105 5.374904 0.8 -0.2 0.2 0.602
O 3.457102 0.027236 6.636526 -0.3 0.1 -0.1 -0.206
O 3.439006 1.066934 4.388892 -0.2 0.1 0.1 -0.245
O 4.411158 -1.175796 4.724722 -0.1 0.2 0.2 -0.195
H 5.976124 -0.873536 3.417358 0.0 0.0 0.0 0.133
H 6.171593 -2.269304 4.503516 -0.3 -0.1 0.1 0.125
H 7.462132 0.017661 5.145060 -0.8 -0.1 0.1 0.089
H 6.554880 -0.832697 6.424125 0.0 0.0 0.0 0.146
C -4.019345 -1.660887 -2.237914 -0.3 0.2 0.6 -0.176
C -3.382465 -2.957442 -1.781836 0.4 0.1 -0.3 -0.170
O -4.291337 -3.972570 -2.214273 -0.4 0.2 0.0 -0.177
S -4.993900 -3.511753 -3.586448 0.3 0.2 0.2 0.612
O -4.308251 -4.100694 -4.675691 -0.1 0.0 -0.1 -0.203
O -6.397401 -3.629764 -3.428612 -0.1 -0.2 -0.1 -0.220
O -4.586897 -1.959259 -3.514021 0.2 -0.4 0.0 -0.173
H -4.825745 -1.357532 -1.564860 0.0 0.0 0.0 0.139
H -3.296841 -0.855415 -2.325214 -0.2 0.0 -0.3 0.090
H -3.246814 -3.004051 -0.703692 -0.2 -0.2 0.0 0.127
H -2.421040 -3.125844 -2.275595 0.0 0.0 0.1 0.130
C 10.065973 4.106660 5.735484 -0.3 0.2 -0.3 -0.157
C 9.238309 4.098153 7.003085 0.4 0.2 0.3 -0.155
O 8.657652 2.786025 7.039024 0.0 -0.1 -0.5 -0.181
S 9.674294 1.736121 6.386412 0.1 0.6 0.1 0.626
O 10.400189 1.088835 7.412595 0.0 -0.3 -0.1 -0.194
O 8.967516 0.997556 5.393760 0.6 0.3 0.2 -0.243
O 10.637503 2.792820 5.666681 -0.1 -0.1 0.3 -0.178
H 9.441241 4.255953 4.852609 0.0 0.0 0.0 0.134
H 10.851350 4.857047 5.754764 0.2 -0.2 0.0 0.138
H 8.460393 4.856084 7.000579 -0.2 -0.2 0.0 0.138
H 9.862793 4.219980 7.890117 0.0 0.0 0.0 0.137
C 1.035009 0.157113 -5.491487 0.3 -0.4 -0.4 -0.123
C -0.271992 -0.327194 -6.072830 -0.1 0.5 0.0 -0.143
O -0.778356 -1.255071 -5.085495 0.4 -0.2 0.5 -0.160
S -0.343914 -0.779046 -3.639882 0.1 0.0 -1.9 0.585
O -1.435264 -0.052058 -3.062053 0.4 0.0 0.7 -0.250
O 0.269168 -1.864084 -2.963122 -0.3 0.1 0.5 -0.207
O 0.771040 0.276815 -4.076488 -0.4 0.0 0.3 -0.187
H 1.834935 -0.572048 -5.628626 0.0 0.0 0.0 0.139
H 1.342739 1.113697 -5.903637 -0.1 0.1 0.3 0.145
H -0.145345 -0.822040 -7.030601 -0.1 -0.2 0.1 0.150
H -0.984335 0.484179 -6.176555 0.2 -0.1 0.2 0.083
C 4.531792 -6.933872 3.998177 -0.4 0.1 0.2 -0.162
C 4.801900 -5.608375 3.316821 0.2 -0.2 -0.4 -0.168
O 5.633761 -4.895176 4.239223 -0.2 -0.1 0.3 -0.211
S 6.568253 -5.938638 5.036807 -0.2 -0.2 -0.2 0.604
O 7.837735 -5.980707 4.409822 0.1 0.0 0.1 -0.210
O 6.416809 -5.694946 6.422683 0.1 0.2 0.0 -0.207
O 5.765047 -7.270473 4.641393 0.2 0.3 -0.2 -0.180
H 3.759596 -6.838368 4.764278 0.0 0.0 0.0 0.135
H 4.250494 -7.713230 3.294993 0.2 -0.1 0.0 0.137
H 3.892760 -5.047849 3.116022 0.1 0.2 0.2 0.133
H 5.359637 -5.744285 2.387381 0.0 0.0 0.0 0.134
C -4.146702 1.667062 -9.853030 0.2 -0.1 -0.4 -0.149
C -4.408569 0.256883 -9.370570 -0.5 0.1 0.1 -0.149
O -3.327292 -0.013363 -8.462462 0.4 0.3 -0.1 -0.184
S -2.902551 1.339087 -7.721704 -0.9 0.1 -0.9 0.599
O -3.527893 1.379250 -6.449725 0.4 0.1 0.2 -0.203
O -1.501366 1.514939 -7.881882 0.1 0.1 0.1 -0.234
O -3.653639 2.359750 -8.694817 -0.1 -0.3 0.4 -0.177
H -3.371876 1.689722 -10.621281 0.0 0.0 0.0 0.137
H -5.043103 2.152466 -10.228150 0.0 0.2 0.2 0.140
H -4.415335 -0.468869 -10.178321 0.2 -0.1 0.1 0.140
H -5.345364 0.191302 -8.814354 0.0 0.0 0.0 0.138
C -9.847290 -4.686079 -4.375141 0.4 0.2 -0.3 -0.168
C -10.140938 -3.491932 -3.494405 0.0 -0.2 0.5 -0.170
O -11.221456 -2.817029 -4.148287 0.1 -0.2 -0.4 -0.189
S -12.157230 -3.896035 -4.885951 0.3 -0.1 0.2 0.606
O -13.263353 -4.191900 -4.051076 -0.1 -0.1 -0.1 -0.215
O -12.318465 -3.495667 -6.235233 -0.1 0.1 0.0 -0.216
O -11.133657 -5.132909 -4.820553 -0.2 0.2 0.3 -0.187
H -9.259777 -4.398652 -5.249232 0.0 0.0 0.0 0.134
H -9.334394 -5.480051 -3.839575 -0.2 -0.1 0.0 0.136
H -9.285693 -2.830091 -3.390764 -0.1 0.1 -0.2 0.126
H -10.481917 -3.804274 -2.504562 0.0 0.0 0.0 0.135
```
Positions in Å, forces in eV/Å.

The energy above the lowest of the compared OMol25 structures with the same formula, charge and spin is 0.0 kcal/mol. The total charge is +1. Its spin multiplicity is 1. For the HOMO-LUMO gap, the calculation gives 0.3480 Ha. As for the largest force on an atom: 2.3 eV/A.

=====

(2)
Computed, not measured: a 3-piece molecular cluster, C26H54NO4 overall, with ωB97M-V/def2-TZVPD.

XYZ file:
```
85
Properties=species:S:1:pos:R:3:forces:R:3:lowdin_charge:R:1
C -3.438498 -5.188404 1.061522 -0.1 0.1 0.1 -0.058
C -2.264854 -5.490352 1.992146 -0.2 -0.2 -0.9 -0.249
O -2.405440 -4.804091 3.226431 0.0 0.2 0.4 -0.133
C -1.252096 -4.137489 3.662614 0.1 0.1 -0.2 -0.159
C -1.180281 -2.737577 3.036173 0.0 0.1 0.3 -0.179
C -1.650493 -1.568048 3.834774 0.3 -0.1 -0.4 0.089
N -1.221823 -0.492773 3.280490 -0.1 0.0 0.2 0.153
C -0.384664 -0.760189 2.066600 0.2 -0.3 0.9 -0.177
C 0.564003 0.426496 1.877510 -0.1 -0.1 0.1 -0.175
O 1.156427 0.528188 0.626272 0.0 0.1 -0.1 -0.160
C 0.243910 0.551482 -0.455756 0.2 -0.2 -0.4 -0.065
C 0.163609 -2.141462 2.503537 -0.7 -0.2 -0.3 -0.194
C 0.858656 -3.024713 1.488115 0.1 0.0 0.0 -0.139
C 2.049655 -2.391653 0.758217 0.1 -0.1 0.3 -0.162
C 3.062654 -3.451143 0.290831 -0.4 0.0 0.0 -0.146
C 3.336043 -3.447487 -1.218079 -0.1 -0.1 0.8 -0.142
O 2.226037 -2.954465 -1.998939 0.2 -0.3 -0.9 -0.059
C 1.288202 -3.869093 -2.299261 -0.7 -0.7 1.1 -0.313
O 0.785628 -4.615785 -1.488370 0.6 0.4 -0.6 0.077
H -3.782938 -6.084389 0.553936 0.0 -0.1 -0.1 0.077
H -3.174059 -4.454363 0.301175 0.0 0.1 0.0 0.068
H -4.279337 -4.789143 1.624851 0.0 -0.1 0.1 0.079
H -2.201592 -6.566111 2.153560 0.0 0.0 0.4 0.124
H -1.341374 -5.207577 1.479760 0.1 0.1 0.2 0.107
H -1.275589 -4.073948 4.748377 0.0 -0.1 0.1 0.136
H -0.362515 -4.696455 3.371149 0.1 0.0 0.1 0.125
H -1.905740 -2.749673 2.207912 0.1 -0.1 -0.3 0.174
H -2.236853 -1.572923 4.745920 -0.1 0.1 -0.1 0.172
H -1.397242 0.449659 3.610215 -0.2 0.0 0.0 0.178
H -1.104662 -0.933845 1.264686 0.1 0.3 -0.3 0.159
H 1.368036 0.314796 2.605647 0.1 0.1 0.0 0.143
H 0.017615 1.347057 2.131933 -0.1 0.1 -0.1 0.132
H -0.616862 1.196670 -0.281162 -0.1 0.1 0.2 0.078
H 0.769090 0.916193 -1.333829 0.2 0.1 0.1 0.092
H -0.074092 -0.467328 -0.693316 -0.3 0.0 0.0 0.088
H 0.776336 -1.994315 3.397549 0.4 0.2 -0.2 0.167
H 1.215323 -3.903439 2.026852 0.0 -0.1 0.1 0.119
H 0.147128 -3.397652 0.749985 -0.1 0.0 -0.1 0.116
H 2.557166 -1.675377 1.404571 0.0 0.0 0.1 0.117
H 1.668259 -1.818901 -0.078685 0.1 0.1 -0.1 0.091
H 2.696512 -4.440422 0.560246 -0.1 0.0 0.0 0.105
H 3.991893 -3.320546 0.842846 0.2 0.0 -0.2 0.117
H 4.178552 -2.811434 -1.463760 0.0 0.1 -0.2 0.124
H 3.538989 -4.468895 -1.531635 0.2 0.0 -0.2 0.129
H 0.977574 -3.892071 -3.348648 0.1 0.4 -0.1 0.150
C 4.768866 5.237142 -4.428394 0.1 -0.1 0.0 -0.109
C 4.633237 3.829468 -5.001713 0.0 0.1 0.0 -0.268
C 3.366517 3.106044 -4.548214 0.0 -0.1 0.0 -0.229
C 3.265151 2.875168 -3.040010 0.0 0.0 0.0 -0.232
C 4.418668 2.086932 -2.422012 -0.1 -0.1 0.0 -0.266
C 4.549241 0.668170 -2.969924 0.1 0.1 0.1 -0.109
H 4.841283 5.225993 -3.339698 0.0 0.0 0.0 0.064
H 5.666445 5.724127 -4.810098 0.0 0.0 0.0 0.071
H 3.911296 5.853686 -4.704826 0.0 0.0 0.0 0.076
H 5.517583 3.241604 -4.741226 0.0 0.0 0.0 0.099
H 4.622011 3.891813 -6.092348 0.0 0.0 0.0 0.106
H 3.299340 2.147511 -5.070669 0.0 0.0 0.0 0.101
H 2.494450 3.684012 -4.869354 0.0 0.0 0.0 0.110
H 2.327616 2.344937 -2.834577 0.0 0.0 0.0 0.092
H 3.182205 3.838297 -2.528943 0.0 0.0 0.0 0.102
H 4.259752 2.033305 -1.341098 0.0 0.0 0.0 0.101
H 5.359877 2.623376 -2.564242 0.0 0.0 0.0 0.101
H 3.628198 0.101074 -2.809270 0.0 0.0 0.0 0.064
H 5.361274 0.135583 -2.472085 0.0 0.0 0.0 0.068
H 4.764622 0.665696 -4.038900 0.0 0.0 0.0 0.068
C -5.254026 4.351287 2.845417 0.0 0.0 -0.1 -0.107
C -5.698262 3.445444 1.700458 0.0 0.0 0.1 -0.263
C -4.931388 2.126621 1.633042 0.0 -0.1 -0.1 -0.228
C -3.429254 2.276319 1.392654 0.1 0.0 0.1 -0.248
C -3.036954 3.026673 0.122386 0.0 -0.1 -0.1 -0.269
C -3.517146 2.348959 -1.157447 0.1 0.1 0.0 -0.102
H -4.210775 4.654954 2.742046 0.0 0.0 0.0 0.065
H -5.855243 5.259467 2.873110 0.0 0.0 0.0 0.074
H -5.368076 3.847086 3.807539 0.0 0.0 0.0 0.075
H -5.608328 3.982081 0.752660 0.0 0.0 0.0 0.102
H -6.759666 3.218677 1.819928 0.0 0.0 0.0 0.109
H -5.366008 1.500965 0.848949 0.0 0.0 0.0 0.105
H -5.082936 1.580791 2.570777 0.0 0.0 0.0 0.107
H -2.978729 1.272086 1.346010 0.0 0.0 0.0 0.086
H -2.970166 2.775248 2.254116 0.0 0.0 0.0 0.097
H -1.945128 3.099691 0.097122 0.0 0.1 0.0 0.091
H -3.406534 4.053667 0.153186 0.0 0.0 0.1 0.106
H -3.132083 1.327454 -1.224505 0.0 0.0 0.0 0.068
H -3.168429 2.897564 -2.032260 0.0 0.0 0.0 0.076
H -4.604792 2.304014 -1.212549 0.0 0.0 0.0 0.071
```
Positions in Å, forces in eV/Å.

The total charge is +1. Its spin multiplicity is 1. For the HOMO-LUMO gap, the calculation gives 0.3120 Ha. As for the largest force on an atom: 1.5 eV/A.